[1]
{"formula": "C3H9OS", "method": "the ωB97M-V functional and the def2-TZVPD basis", "de_lowest_kj_mol": 191.8, "lumo_ev": 4.04, "gap_ev": 6.59, "multiplicity": 1, "total_charge": -1, "symbols": ["C", "O", "H", "H", "H", "C", "C", "S", "H", "H", "H", "H", "H", "H"], "xyz": [[-0.381, 1.647, -2.756], [0.670, 1.962, -1.803], [-0.457, 2.542, -3.578], [0.082, 0.861, -3.438], [-1.387, 1.477, -2.354], [0.457, -2.363, 1.967], [-0.208, -1.624, 0.931], [-0.242, 0.231, 1.026], [-0.291, -2.822, 2.672], [1.240, -1.765, 2.529], [0.838, -3.253, 1.570], [0.315, -1.947, 0.026], [-1.240, -1.843, 0.820], [0.197, 1.398, -1.092]]}

[2]
{"formula": "C45H41BCoGeN2P2", "method": "the ωB97M-V functional and the def2-TZVPD basis", "de_lowest_kj_mol": 0.0, "lumo_ev": [2.30, 2.31], "s_squared": 6.04, "gap_ev": [6.19, 7.05], "multiplicity": 5, "total_charge": -1, "symbols": ["Co", "C", "N", "P", "C", "C", "C", "C", "C", "C", "C", "C", "C", "C", "C", "C", "P", "C", "C", "C", "C", "C", "C", "C", "C", "C", "C", "C", "C", "H", "H", "H", "H", "H", "H", "H", "H", "H", "H", "H", "H", "H", "H", "H", "H", "H", "H", "H", "H", "H", "H", "H", "C", "Ge", "C", "C", "C", "C", "C", "C", "C", "C", "C", "C", "C", "C", "C", "C", "C", "C", "C", "C", "H", "H", "H", "H", "H", "H", "H", "H", "H", "H", "H", "H", "H", "H", "H", "B", "C", "N", "H", "H", "H"], "xyz": [[-12.842, -19.343, 9.542], [-16.406, -19.167, 11.930], [-15.309, -19.798, 11.189], [-15.253, -20.026, 9.525], [-16.614, -19.085, 8.883], [-17.998, -19.223, 9.080], [-18.926, -18.357, 8.500], [-18.477, -17.337, 7.700], [-17.089, -17.199, 7.454], [-16.203, -18.061, 8.034], [-15.668, -21.786, 9.193], [-14.588, -22.656, 9.095], [-14.758, -24.040, 8.899], [-16.018, -24.550, 8.634], [-17.072, -23.653, 8.612], [-16.943, -22.286, 8.932], [-13.755, -20.084, 11.807], [-13.604, -19.367, 13.539], [-12.873, -18.208, 13.531], [-12.641, -17.475, 14.700], [-13.196, -17.940, 15.890], [-13.865, -19.164, 15.886], [-14.119, -19.877, 14.720], [-13.785, -21.878, 12.193], [-12.580, -22.612, 12.091], [-12.552, -23.957, 12.329], [-13.704, -24.629, 12.759], [-14.893, -23.917, 12.877], [-14.946, -22.571, 12.542], [-17.352, -19.632, 11.713], [-16.385, -18.102, 11.711], [-16.278, -19.379, 12.983], [-18.379, -19.989, 9.733], [-19.997, -18.549, 8.620], [-19.201, -16.673, 7.278], [-16.688, -16.401, 6.820], [-15.154, -17.980, 7.866], [-13.587, -22.230, 9.305], [-13.900, -24.700, 8.906], [-16.206, -25.588, 8.388], [-18.024, -24.031, 8.377], [-17.797, -21.657, 8.973], [-12.447, -17.832, 12.572], [-12.084, -16.558, 14.594], [-13.036, -17.415, 16.791], [-14.272, -19.543, 16.840], [-14.725, -20.782, 14.706], [-11.630, -22.112, 11.768], [-11.650, -24.523, 12.303], [-13.630, -25.704, 12.981], [-15.796, -24.370, 13.173], [-15.897, -22.016, 12.550], [-13.291, -17.586, 9.240], [-12.368, -16.313, 8.254], [-12.060, -16.935, 6.393], [-12.761, -18.081, 5.956], [-12.754, -18.482, 4.607], [-12.093, -17.683, 3.689], [-11.437, -16.520, 4.117], [-11.387, -16.187, 5.437], [-12.954, -14.407, 7.939], [-13.112, -13.781, 6.697], [-13.226, -12.410, 6.505], [-13.284, -11.562, 7.611], [-13.103, -12.108, 8.888], [-12.901, -13.488, 9.068], [-10.562, -16.049, 9.181], [-10.305, -16.965, 10.232], [-9.096, -17.034, 10.910], [-8.129, -16.098, 10.657], [-8.409, -15.056, 9.744], [-9.557, -15.057, 8.980], [-13.342, -18.578, 6.708], [-13.330, -19.383, 4.298], [-11.973, -18.015, 2.661], [-10.909, -15.913, 3.387], [-10.817, -15.356, 5.800], [-13.156, -14.325, 5.774], [-13.475, -12.016, 5.513], [-13.525, -10.500, 7.505], [-12.974, -11.395, 9.758], [-12.761, -13.924, 10.051], [-11.049, -17.742, 10.395], [-8.924, -17.779, 11.673], [-7.170, -16.094, 11.157], [-7.641, -14.372, 9.618], [-9.617, -14.305, 8.221], [-9.266, -22.301, 9.254], [-10.349, -21.213, 9.223], [-11.251, -20.480, 9.198], [-9.858, -23.415, 9.271], [-8.508, -22.086, 8.323], [-8.635, -22.157, 10.299]]}

[3]
{"formula": "C5H29NO11", "method": "the ωB97M-V functional and the def2-TZVPD basis", "de_lowest_kj_mol": 434.6, "lumo_ev": 0.29, "smiles": "O=CN1CCCC1.O.O.O.O.O.O.O.O.O.O", "gap_ev": 10.19, "multiplicity": 1, "symbols": ["O", "C", "N", "C", "C", "C", "C", "H", "H", "H", "H", "H", "H", "H", "H", "H", "O", "H", "H", "O", "H", "H", "O", "H", "H", "O", "H", "H", "O", "H", "H", "O", "H", "H", "O", "H", "H", "O", "H", "H", "O", "H", "H", "O", "H", "H"], "xyz": [[1.390, 1.642, -1.200], [0.909, 0.682, -1.770], [0.751, -0.635, -1.322], [1.488, -1.146, -0.002], [1.706, -2.638, -0.220], [1.596, -2.762, -1.737], [0.533, -1.803, -2.210], [0.540, 0.751, -2.817], [2.305, -0.456, 0.287], [0.950, -0.902, 0.938], [0.916, -3.235, 0.282], [2.709, -2.934, 0.246], [1.374, -3.795, -2.134], [2.647, -2.516, -1.959], [-0.456, -2.152, -2.051], [0.612, -1.563, -3.338], [-0.449, 0.412, 2.385], [-0.056, 0.371, 3.329], [-0.325, 1.271, 1.937], [4.462, -0.553, -0.441], [4.682, 0.320, -0.743], [3.888, -0.394, 0.444], [-3.011, 1.610, -0.643], [-2.689, 0.828, -0.973], [-3.995, 1.717, -0.878], [-3.119, -0.955, -0.984], [-3.293, -1.264, -1.840], [-2.604, -1.653, -0.474], [3.345, 2.163, 0.491], [4.045, 2.679, 0.097], [2.650, 2.246, -0.209], [-2.042, -1.940, 1.646], [-2.642, -1.285, 1.985], [-1.174, -1.512, 1.418], [-0.069, 3.505, 2.587], [-0.737, 4.134, 2.100], [0.711, 3.708, 2.146], [-0.458, 3.936, -0.130], [0.398, 3.631, -0.287], [-1.080, 3.191, -0.350], [-3.074, 0.526, 2.223], [-2.150, 0.399, 2.298], [-3.364, 1.095, 1.600], [-2.286, -3.493, -0.468], [-2.179, -2.790, 0.288], [-1.852, -4.268, -0.189]]}

[4]
{"formula": "C4H8O2", "method": "the ωB97M-V functional and the def2-TZVPD basis", "de_lowest_kj_mol": 174.1, "lumo_ev": 0.98, "smiles": "COCCC=O", "gap_ev": 10.78, "multiplicity": 1, "symbols": ["C", "O", "C", "C", "C", "O", "H", "H", "H", "H", "H", "H", "H", "H"], "xyz": [[-0.865, -0.325, 1.516], [-1.028, -0.325, 0.112], [-0.581, 0.867, -0.506], [0.834, 0.702, -1.114], [1.480, -0.556, -0.571], [2.197, -0.571, 0.402], [-1.177, -1.310, 1.871], [-1.497, 0.443, 1.986], [0.178, -0.156, 1.810], [-0.586, 1.691, 0.218], [-1.305, 1.115, -1.289], [1.470, 1.554, -0.859], [0.778, 0.623, -2.205], [1.251, -1.493, -1.114]]}

[5]
{"formula": "C4H11ClFN2", "method": "the ωB97M-V functional and the def2-TZVPD basis", "de_lowest_kj_mol": 0.0, "lumo_ev": 3.85, "gap_ev": 8.27, "multiplicity": 1, "total_charge": -1, "symbols": ["C", "H", "C", "C", "H", "H", "H", "C", "H", "H", "H", "N", "H", "H", "N", "H", "H", "Cl", "F"], "xyz": [[-0.758, -0.089, 0.671], [-2.312, -0.867, -0.518], [-1.270, -0.545, -0.707], [-1.327, 1.232, 1.142], [-0.981, 1.481, 2.155], [-1.078, 2.047, 0.453], [-2.426, 1.194, 1.158], [0.611, -0.447, 1.183], [0.774, -1.531, 1.137], [1.499, 0.106, 0.857], [0.678, -0.212, 2.257], [-0.527, -1.719, -1.123], [0.298, -1.416, -1.647], [-1.201, -2.469, -1.298], [-1.449, 0.550, -1.645], [-2.065, 0.249, -2.394], [-0.572, 0.741, -2.136], [1.765, 0.806, -1.719], [-1.590, -1.206, 1.542]]}

[6]
{"formula": "C4H9NO3", "method": "the ωB97M-V functional and the def2-TZVPD basis", "de_lowest_kj_mol": 486.1, "lumo_ev": 0.31, "gap_ev": 8.82, "multiplicity": 1, "symbols": ["C", "C", "C", "N", "C", "O", "O", "O", "H", "H", "H", "H", "H", "H", "H", "H", "H"], "xyz": [[-0.237, -0.891, -1.361], [1.069, 0.525, 0.311], [0.810, 1.313, 1.590], [-1.072, -0.902, 0.148], [-0.274, 0.256, -0.400], [-2.399, -0.654, 0.025], [0.782, -1.775, -1.394], [-1.124, 1.240, -0.648], [-2.177, 0.565, -0.460], [0.637, -2.448, -2.073], [-0.709, -1.684, 0.683], [-0.823, -0.757, -2.267], [1.581, -0.417, 0.518], [1.688, 1.104, -0.379], [0.257, 2.220, 1.357], [1.759, 1.584, 2.051], [0.233, 0.721, 2.299]]}

[7]
{"formula": "C7H9N2O5Rh", "method": "the ωB97M-V functional and the def2-TZVPD basis", "lumo_ev": -2.12, "gap_ev": 7.87, "multiplicity": 1, "symbols": ["Rh", "O", "C", "C", "N", "C", "C", "O", "O", "C", "C", "O", "O", "H", "H", "H", "H", "H", "H", "H", "H", "H", "N", "C"], "xyz": [[-1.214, 0.871, 0.293], [-2.079, -0.961, -0.510], [-0.904, -1.749, -0.760], [0.271, -0.867, -1.141], [0.572, 0.031, -0.002], [1.020, -0.669, 1.242], [-0.105, -0.906, 2.226], [0.032, -1.610, 3.192], [-1.198, -0.290, 1.873], [1.467, 1.178, -0.274], [1.083, 2.346, 0.624], [1.880, 3.177, 0.967], [-0.201, 2.385, 0.914], [-2.489, -0.687, -1.347], [-0.716, -2.276, 0.174], [-1.097, -2.494, -1.532], [1.139, -1.474, -1.417], [0.003, -0.234, -1.987], [1.497, -1.622, 1.012], [1.745, -0.036, 1.754], [2.511, 0.910, -0.117], [1.327, 1.518, -1.302], [-2.472, 1.908, -2.452], [-2.073, 1.551, -1.428]]}